# 1
{"formula": "C19H21N3O6", "method": "ωB97M-V with the def2-TZVPD basis set", "energy_ha": -1352.3537, "homo_lumo_gap_ev": 9.3, "homo_energy_ev": -8.67, "lumo_ev": 0.7, "e_above_lowest_kcal_mol": 43.7, "elements": ["C", "O", "N", "N", "H", "C", "C", "H", "H", "H", "O", "C", "O", "H", "H", "C", "C", "H", "C", "H", "H", "N", "C", "H", "C", "C", "C", "O", "C", "H", "H", "H", "O", "H", "H", "H", "C", "C", "H", "C", "H", "H", "C", "C", "C", "H", "C", "O", "H"], "xyz": [[2.86457, -0.29580, 5.36989], [-0.21952, 1.79424, -2.22082], [1.03057, 0.94339, 1.67432], [-1.67474, 2.77810, 0.31833], [-2.83787, -1.11874, -2.07651], [-0.27986, -1.40718, -0.79899], [1.22197, -2.97439, -1.84954], [-0.88281, -1.12175, 0.04876], [-3.06934, -0.58437, -0.39101], [1.96604, -2.37269, -3.78218], [-4.15788, 1.70991, -2.19378], [-2.98289, 2.66332, -0.26256], [0.89282, 3.12673, 1.03882], [0.76598, -0.24167, -3.78519], [2.83494, 1.42569, 6.70583], [-0.83126, 0.77759, -1.94197], [0.39462, 2.03490, 1.23326], [2.85319, 1.86975, 1.68514], [-1.08164, 1.75588, 0.94545], [-4.93100, -0.11401, -2.63983], [0.34751, -3.26254, 0.07227], [-2.15586, 0.81697, -1.65640], [0.41309, -2.59729, -0.77423], [2.13482, -4.72625, -3.70819], [-2.90042, 2.05453, -1.69040], [2.68622, -4.60978, -2.76981], [2.61629, 1.72921, 4.50649], [1.84621, -4.17484, -1.72720], [-0.17209, -0.55542, -1.89621], [-5.12113, 0.37342, -0.93853], [2.92125, 0.08518, 1.53082], [2.51539, 2.78782, 4.38502], [-1.62171, 0.71362, 1.28669], [3.52512, -3.92369, -2.92287], [-3.46527, 3.63996, -0.31027], [-3.56755, 1.99265, 0.37268], [2.78278, 1.01573, 5.71845], [2.61394, 0.79591, 3.51190], [-2.41795, 2.76418, -2.37295], [-4.43962, 0.37678, -1.79712], [2.99452, -1.18664, 5.95160], [-1.05234, 3.51881, 0.01561], [1.34088, -2.11902, -2.94086], [0.65919, -0.91585, -2.94887], [-3.08413, -0.26823, -1.43838], [0.46415, 0.12227, 1.84398], [2.43253, 0.92392, 2.03522], [2.76050, -0.44076, 4.03879], [3.06778, -5.57954, -2.45462]]}

# 2
{"formula": "C46H59As3CdF5N3PS2", "method": "ωB97M-V with the def2-TZVPD basis set", "energy_ha": -10464.3468, "homo_lumo_gap_ev": 6.9, "homo_energy_ev": -9.55, "lumo_ev": -2.6, "e_above_lowest_kcal_mol": 32.5, "charge": 1, "elements": ["F", "F", "S", "H", "N", "F", "C", "F", "H", "H", "C", "C", "H", "H", "C", "C", "H", "H", "H", "C", "H", "H", "H", "H", "C", "H", "H", "H", "H", "H", "H", "C", "H", "C", "C", "F", "C", "H", "As", "C", "P", "C", "C", "C", "C", "C", "H", "H", "H", "H", "H", "H", "C", "H", "C", "H", "C", "H", "C", "H", "As", "C", "H", "C", "C", "C", "C", "H", "H", "S", "C", "H", "H", "H", "C", "C", "C", "C", "C", "H", "H", "C", "C", "H", "C", "H", "H", "C", "H", "H", "H", "H", "As", "C", "H", "H", "H", "C", "N", "C", "H", "H", "C", "H", "C", "C", "C", "Cd", "H", "H", "H", "H", "C", "C", "H", "H", "H", "N", "C", "H"], "xyz": [[-1.54642, -0.25157, -2.06195], [-5.54451, 1.71874, -0.44155], [0.75975, 3.94169, 0.00611], [-0.10803, -2.86258, -2.82145], [-1.32110, 4.67195, -1.40757], [-5.69493, -1.31207, -4.06663], [0.98200, -2.81987, -2.69547], [-2.96418, -1.54954, -3.95528], [-1.80905, -2.66092, -0.27059], [0.44876, 2.19035, -4.51225], [-1.67235, 6.75434, -2.44204], [-2.89149, -0.03057, -2.15571], [1.42851, -4.83019, -0.56700], [-1.64146, -4.28799, 2.56320], [-0.15590, 5.06776, -0.81165], [0.26256, -2.00972, 5.80087], [-0.73508, 4.41629, 2.65376], [5.04615, 1.77763, 0.76506], [-2.00345, -3.25887, 3.95736], [-0.65487, 5.48910, 4.51196], [0.19426, 4.13577, 7.49034], [0.36443, 2.11997, 6.09189], [2.20295, -2.27931, 4.93317], [1.58294, -2.31428, -6.03884], [3.14996, -2.51005, -0.42163], [-2.75472, -0.07584, 2.80185], [3.25015, -1.29400, -2.86051], [-2.24330, 7.38868, -3.09722], [-0.94567, 6.43304, 4.07751], [0.07688, -2.80907, -5.26914], [-0.86311, -1.47689, 3.00579], [-0.39644, 5.40459, 5.87094], [3.87862, 0.96556, -2.82379], [-2.63581, -2.24404, 0.31232], [1.56050, -2.04315, -3.88013], [-6.96464, 0.31223, -2.23778], [0.12610, 0.30823, 4.25841], [3.76108, -1.66130, -0.71935], [4.44379, -3.38384, -3.66566], [3.01034, 1.52132, -3.16979], [-0.09810, 1.73228, 3.11889], [-0.54155, 4.36484, 3.71670], [-4.99383, -0.61262, -3.16606], [-3.17921, -0.78494, 2.08901], [-0.93008, -0.04314, 5.10207], [0.95628, -0.63534, -4.01579], [1.35455, -3.84327, -2.75489], [3.14152, 0.66414, -0.32260], [3.05833, 1.61277, -4.25542], [-1.67046, -1.44477, 6.53783], [0.31674, -2.90625, 6.40030], [-3.97991, -3.95023, 2.86035], [3.00514, 1.15978, 0.63896], [-3.15245, -4.35459, 0.67652], [-3.60925, -0.73217, -3.10818], [2.53747, 2.96928, 4.01617], [-0.17824, 3.14287, 4.28010], [5.01847, -2.61570, -6.02966], [1.75151, 1.18601, 1.22093], [-4.55191, -3.26781, 0.63143], [1.22929, -2.25172, -0.79916], [-0.02246, 4.19426, 6.43295], [2.70654, -5.27022, -4.18234], [-3.50886, -3.36051, 0.94286], [-2.05283, 5.46866, -2.20916], [-3.99235, -1.88686, 2.81193], [2.66800, 2.46228, 3.06877], [4.74842, 2.93596, 2.91946], [-0.13259, -0.72714, -4.08115], [-2.60517, 1.79599, -0.11205], [1.16153, -2.79833, -5.15985], [-0.37929, -2.50994, 1.65745], [2.05566, -0.27288, 3.52788], [-3.24046, -1.62991, -0.35672], [-3.48455, 0.86368, -1.24544], [1.31495, -1.66472, 4.96904], [-2.02695, -3.31520, 2.86858], [0.21115, 6.42874, -0.98133], [-0.85809, -1.19259, 5.86972], [3.25719, -2.62495, 0.65827], [1.50365, -3.82977, -5.13830], [1.24129, -0.52343, 4.19051], [0.77239, -4.08834, -0.11604], [3.43060, -1.30323, -4.60689], [3.07646, -1.90083, -3.75941], [-2.93649, 5.03107, -2.64594], [-1.62929, 3.72242, -1.18825], [3.90987, 2.43822, 2.45872], [3.05463, 2.51662, -2.72521], [-0.47892, 6.28166, 6.49641], [5.50817, -4.29048, -5.80408], [-5.04729, -1.86002, 2.53430], [1.29861, 0.72343, -2.59658], [4.08193, 1.78252, 1.25046], [3.11058, -5.26998, -2.45179], [-3.91807, -1.78619, 3.89589], [3.80791, -3.90703, -6.09816], [-4.89290, 0.94249, -1.32178], [-3.43512, -3.20628, 2.41602], [-0.52697, 7.25062, -1.77976], [-0.24523, 8.28298, -1.91849], [0.92053, -4.14257, 0.96462], [-1.23603, -2.14816, 2.23128], [1.09236, 6.77646, -0.46853], [-5.63164, 0.22337, -2.24450], [4.71630, -3.57050, -5.60247], [3.50233, -5.12060, -3.45684], [-0.03307, 0.81066, 0.13116], [4.25602, -5.89171, -3.62435], [-0.25944, -4.36415, -0.34956], [-3.80055, -0.21950, 1.39374], [-0.84428, 1.96852, -3.31032], [0.08373, 3.06226, 5.64352], [0.22503, 2.13127, -3.44501], [1.29528, -0.19503, -4.96254], [-1.79380, 0.60717, 5.16828], [0.49304, 3.08371, -2.98555], [-2.09102, -1.38703, 1.34321], [1.59518, 1.84064, 2.44409], [3.53684, -3.40858, -0.90582]]}

# 3
{"formula": "C19H30N4O9", "method": "ωB97M-V with the def2-TZVPD basis set", "energy_ha": -1638.0168, "homo_lumo_gap_ev": 9.5, "homo_energy_ev": -10.16, "lumo_ev": -0.7, "elements": ["C", "C", "H", "O", "H", "C", "C", "O", "O", "H", "H", "H", "O", "H", "H", "H", "H", "C", "N", "H", "C", "H", "C", "N", "H", "C", "C", "N", "H", "C", "O", "H", "C", "N", "H", "H", "C", "H", "H", "H", "C", "H", "H", "C", "H", "C", "O", "H", "H", "C", "C", "H", "C", "H", "O", "O", "H", "H", "H", "H", "C", "O"], "xyz": [[-3.55271, 0.39094, -2.09523], [7.16523, -2.69841, 1.83118], [7.29328, -2.39664, 2.86633], [0.93463, 0.52577, -3.42606], [0.13279, 1.31014, 0.82015], [3.65008, -3.00622, -1.16978], [-5.28859, 2.80112, 0.05154], [4.14287, -2.68737, 0.13240], [5.77764, -2.54356, 1.52825], [7.77164, -2.05836, 1.19358], [1.04668, 3.95746, 1.31403], [0.55268, 4.00118, -0.34439], [-0.05043, 1.28297, -1.68114], [4.11874, -2.37706, -1.92379], [0.76546, -2.91963, 0.79020], [-0.18246, -1.36680, 2.43566], [-2.20457, -2.37688, 0.42539], [-4.69619, 1.23574, -1.58855], [-1.45012, 2.41246, -0.09249], [-0.11215, -2.92598, 3.22879], [-0.26675, -3.06205, 1.08374], [-1.63363, -2.34742, 2.60170], [-1.90734, 2.57489, -2.37807], [0.17708, 1.33166, -3.09844], [-5.27250, 1.92191, 2.00542], [-5.76646, 1.79870, 1.05473], [-0.25392, 2.31283, 0.76193], [-2.54568, 3.10945, -3.19185], [2.58176, -2.80882, -1.15502], [5.45260, -2.87636, 0.28159], [-5.58053, 3.96100, 0.13883], [-3.92602, -0.61898, -2.07486], [-1.39323, 1.65692, -1.32693], [-2.88396, -0.02116, 1.30616], [3.81636, -4.05710, -1.39781], [-6.82419, 1.97216, 1.17151], [-2.75949, 0.26450, 0.18323], [0.14067, -1.72512, -1.30760], [-5.64505, 0.77673, 0.73907], [-1.53718, 3.38775, -0.33046], [-0.57326, -2.37738, 2.41611], [-0.24665, -0.65606, -0.01546], [2.94805, 3.47377, -0.01190], [-2.27778, 0.34814, -1.22209], [2.15647, 2.26962, -0.93833], [0.85440, 3.33038, 0.45363], [-4.43479, 2.43350, -0.99834], [-0.59547, 2.54544, 1.76236], [-1.32810, -3.36357, -0.75442], [2.68032, 1.63310, 1.00987], [-0.68490, -1.36813, -0.70432], [2.13637, 0.71935, 0.78564], [-1.23612, -2.59116, -0.00081], [-0.47009, -4.11334, 1.23079], [6.20682, -3.27632, -0.56185], [-5.83003, 0.86193, -1.74933], [3.72163, 1.38802, 0.87523], [2.44817, 1.84797, 2.04364], [7.46919, -3.73725, 1.72054], [-3.30644, 0.59616, -3.12618], [2.18165, 2.70935, 0.04831], [-1.60649, -0.78584, -1.62603]]}

Please write out number 3 again, unchanged.
{"formula": "C19H30N4O9", "method": "ωB97M-V with the def2-TZVPD basis set", "energy_ha": -1638.0168, "homo_lumo_gap_ev": 9.5, "homo_energy_ev": -10.16, "lumo_ev": -0.7, "elements": ["C", "C", "H", "O", "H", "C", "C", "O", "O", "H", "H", "H", "O", "H", "H", "H", "H", "C", "N", "H", "C", "H", "C", "N", "H", "C", "C", "N", "H", "C", "O", "H", "C", "N", "H", "H", "C", "H", "H", "H", "C", "H", "H", "C", "H", "C", "O", "H", "H", "C", "C", "H", "C", "H", "O", "O", "H", "H", "H", "H", "C", "O"], "xyz": [[-3.55271, 0.39094, -2.09523], [7.16523, -2.69841, 1.83118], [7.29328, -2.39664, 2.86633], [0.93463, 0.52577, -3.42606], [0.13279, 1.31014, 0.82015], [3.65008, -3.00622, -1.16978], [-5.28859, 2.80112, 0.05154], [4.14287, -2.68737, 0.13240], [5.77764, -2.54356, 1.52825], [7.77164, -2.05836, 1.19358], [1.04668, 3.95746, 1.31403], [0.55268, 4.00118, -0.34439], [-0.05043, 1.28297, -1.68114], [4.11874, -2.37706, -1.92379], [0.76546, -2.91963, 0.79020], [-0.18246, -1.36680, 2.43566], [-2.20457, -2.37688, 0.42539], [-4.69619, 1.23574, -1.58855], [-1.45012, 2.41246, -0.09249], [-0.11215, -2.92598, 3.22879], [-0.26675, -3.06205, 1.08374], [-1.63363, -2.34742, 2.60170], [-1.90734, 2.57489, -2.37807], [0.17708, 1.33166, -3.09844], [-5.27250, 1.92191, 2.00542], [-5.76646, 1.79870, 1.05473], [-0.25392, 2.31283, 0.76193], [-2.54568, 3.10945, -3.19185], [2.58176, -2.80882, -1.15502], [5.45260, -2.87636, 0.28159], [-5.58053, 3.96100, 0.13883], [-3.92602, -0.61898, -2.07486], [-1.39323, 1.65692, -1.32693], [-2.88396, -0.02116, 1.30616], [3.81636, -4.05710, -1.39781], [-6.82419, 1.97216, 1.17151], [-2.75949, 0.26450, 0.18323], [0.14067, -1.72512, -1.30760], [-5.64505, 0.77673, 0.73907], [-1.53718, 3.38775, -0.33046], [-0.57326, -2.37738, 2.41611], [-0.24665, -0.65606, -0.01546], [2.94805, 3.47377, -0.01190], [-2.27778, 0.34814, -1.22209], [2.15647, 2.26962, -0.93833], [0.85440, 3.33038, 0.45363], [-4.43479, 2.43350, -0.99834], [-0.59547, 2.54544, 1.76236], [-1.32810, -3.36357, -0.75442], [2.68032, 1.63310, 1.00987], [-0.68490, -1.36813, -0.70432], [2.13637, 0.71935, 0.78564], [-1.23612, -2.59116, -0.00081], [-0.47009, -4.11334, 1.23079], [6.20682, -3.27632, -0.56185], [-5.83003, 0.86193, -1.74933], [3.72163, 1.38802, 0.87523], [2.44817, 1.84797, 2.04364], [7.46919, -3.73725, 1.72054], [-3.30644, 0.59616, -3.12618], [2.18165, 2.70935, 0.04831], [-1.60649, -0.78584, -1.62603]]}